Entry 1:
15
Properties=species:S:1:pos:R:3:forces:R:3:lowdin_charge:R:1 method="wB97M-V/def2-TZVPD" multiplicity=1 total_charge=-1 e_lumo_ev=4.02 relative_energy_kcal_mol=3.1
C -2.10735 1.61182 0.70786 0.193 0.256 0.326 -0.070
C -1.44505 0.51979 1.58285 0.102 -0.008 -0.070 -0.806
O -1.27927 -0.60260 1.04970 0.043 0.051 0.073 -0.109
O -1.16193 0.89273 2.74510 0.014 -0.157 -0.073 -0.118
H -2.19033 1.34543 -0.34194 -0.146 -0.163 -0.057 0.043
H -1.53327 2.53684 0.80154 0.023 0.001 -0.012 0.048
H -3.07923 1.81431 1.15928 -0.188 0.021 -0.217 0.050
C 1.79626 -0.37865 -1.33765 0.443 -0.095 0.822 -0.175
C 1.38313 -1.65313 -0.59037 0.291 -0.106 -0.861 -0.179
H 1.51846 -0.40041 -2.38694 -0.158 0.049 -0.096 0.050
H 1.36895 0.48301 -0.83335 -0.338 0.159 -0.217 0.057
H 2.87750 -0.22512 -1.28340 0.078 -0.084 -0.089 0.048
H 2.02093 -2.48584 -0.90686 -0.075 -0.062 -0.041 0.048
H 1.47667 -1.56824 0.48412 -0.186 0.203 0.160 0.059
H 0.35452 -1.88993 -0.84994 -0.096 -0.064 0.353 0.054

Entry 2:
15
Properties=species:S:1:pos:R:3:forces:R:3:lowdin_charge:R:1 method="wB97M-V/def2-TZVPD" multiplicity=1 total_charge=-1 e_lumo_ev=4.50 relative_energy_kcal_mol=35.2
C 1.96725 -0.68194 -0.82797 0.066 0.171 -0.247 -0.099
C 0.78717 -0.40394 0.11982 0.266 -0.204 -0.315 -0.625
O -0.16036 -1.36892 -0.01428 -0.115 -0.249 0.094 -0.273
C 0.24856 1.01727 -0.10831 -0.111 0.332 -0.039 -0.190
C -1.00882 1.22771 0.71424 -0.816 0.448 -0.965 -0.329
O -1.96373 0.25903 0.33098 -0.315 0.606 1.024 -0.149
H 2.13930 -1.75326 -0.86842 0.116 -0.183 0.204 0.054
H 2.89625 -0.16257 -0.58007 0.119 0.073 0.213 0.050
H 1.71284 -0.38261 -1.84694 -0.195 0.046 -0.107 0.057
H 1.18612 -0.37325 1.15703 0.289 -0.020 0.243 0.112
H -0.02626 1.20121 -1.15246 0.052 -0.324 -0.132 0.108
H 1.00616 1.76341 0.13921 0.221 0.135 0.176 0.097
H -0.77489 1.27239 1.78165 -0.017 -0.407 0.362 0.095
H -1.48726 2.18807 0.47694 0.295 0.255 0.086 0.092
H -1.37568 -0.56916 0.31220 0.146 -0.679 -0.597 0.001